Entry 1:
This record from OMol25 describes one molecule with the formula C17H19FN2O3S2 in a non-equilibrium geometry. The level of theory is ωB97M-V with the def2-TZVPD basis set.

lowest unoccupied orbital energy	0.449	eV
Kohn-Sham gap	9.534	eV
ΔE to the lowest compared entry with this formula, charge and spin	0.0000	eV
SMILES string	O=C(NCc1cccs1)C1CCN(S(=O)(=O)c2ccccc2F)CC1

CARTESIAN COORDINATES (ANGSTROEM)
O (-1.73867, -0.90483, 1.48120)
C (-1.94350, 0.23387, 1.11732)
N (-3.17855, 0.77993, 1.07679)
C (-4.37535, -0.00093, 1.33876)
C (-5.08595, -0.33626, 0.06911)
C (-4.83759, -1.37063, -0.77884)
C (-5.65878, -1.35265, -1.92873)
C (-6.51365, -0.29995, -1.94263)
S (-6.33610, 0.69474, -0.55250)
C (-0.81985, 1.16170, 0.66518)
C (-0.33111, 0.67640, -0.70755)
C (0.89868, 1.47028, -1.14240)
N (1.92228, 1.34889, -0.13479)
S (3.52200, 1.37932, -0.57720)
O (3.60521, 1.60581, -1.98833)
O (4.24652, 2.22136, 0.32572)
C (4.02741, -0.32284, -0.26451)
C (3.15100, -1.29345, 0.17972)
C (3.59929, -2.58607, 0.40074)
C (4.92812, -2.90854, 0.17500)
C (5.81569, -1.94536, -0.27367)
C (5.35016, -0.65838, -0.48912)
F (6.20053, 0.27888, -0.92594)
C (1.54171, 1.87278, 1.15416)
C (0.32925, 1.10661, 1.67742)
H (-3.31061, 1.69895, 0.68476)
H (-4.03734, -0.91671, 1.83114)
H (-5.03010, 0.56099, 2.01048)
H (-4.09381, -2.12133, -0.58115)
H (-5.61406, -2.09324, -2.70674)
H (-7.24456, -0.04011, -2.68214)
H (-1.18266, 2.19082, 0.57867)
H (-0.07934, -0.38266, -0.63308)
H (-1.12274, 0.78843, -1.45084)
H (0.62598, 2.52610, -1.29067)
H (1.31272, 1.08852, -2.07510)
H (2.12079, -1.02647, 0.34938)
H (2.91051, -3.33986, 0.74925)
H (5.27736, -3.91501, 0.34765)
H (6.85348, -2.17318, -0.45812)
H (1.30059, 2.94356, 1.07723)
H (2.39872, 1.76383, 1.81800)
H (0.00832, 1.53581, 2.62781)
H (0.58797, 0.06087, 1.84858)

Entry 2:
This record from OMol25 describes C17H19GaN6O5 as an isolated structure in a non-equilibrium geometry. The level of theory is ωB97M-V with the def2-TZVPD basis set.

lowest unoccupied orbital energy	-6.484	eV
Kohn-Sham gap	8.996	eV
net charge	+2
ΔE to the lowest compared entry with this formula, charge and spin	0.8825	eV

CARTESIAN COORDINATES (ANGSTROEM)
Ga (0.21351, 0.43308, -0.49583)
C (-2.14856, -2.58425, 0.92327)
C (-1.63082, -2.35472, -0.44308)
N (-0.97494, -1.28211, -0.89181)
C (-0.82545, -1.45416, -2.25446)
C (-1.37418, -2.65298, -2.62037)
N (-1.85952, -3.19276, -1.46351)
C (-1.49183, -3.44921, -3.90881)
O (-1.17585, -2.84772, -5.01668)
O (-1.87244, -4.58112, -3.80550)
C (-0.21181, -0.36854, -3.05569)
O (-0.14501, -0.42132, -4.25704)
O (0.21680, 0.62276, -2.31368)
H (-1.64283, -1.97161, 1.66446)
H (-2.05337, -3.63291, 1.19138)
H (-3.21307, -2.34446, 0.94831)
H (-2.32279, -4.09771, -1.45228)
H (-0.83983, -1.92024, -4.95363)
C (1.27317, 4.53980, -0.73588)
C (1.17917, 3.28824, 0.05423)
O (0.97772, 2.19035, -0.51937)
N (1.30039, 3.33247, 1.37326)
C (1.23261, 2.11452, 2.16855)
C (-0.19891, 1.64462, 2.30418)
C (-0.92230, 1.91864, 3.45679)
C (-2.25865, 1.55425, 3.54427)
C (-2.86071, 0.97587, 2.43720)
C (-2.08211, 0.71933, 1.32768)
N (-0.77738, 1.00177, 1.27159)
H (1.10260, 4.31300, -1.78604)
H (2.25440, 5.00184, -0.63192)
H (0.53077, 5.25998, -0.39198)
H (1.47409, 4.21269, 1.83989)
H (1.66474, 2.31259, 3.14896)
H (1.83347, 1.34514, 1.66334)
H (-0.43606, 2.41476, 4.28489)
H (-2.81745, 1.73604, 4.44977)
H (-3.90972, 0.72745, 2.43361)
H (-2.50132, 0.27106, 0.43668)
N (2.07115, -1.77273, 0.66103)
C (3.31677, -2.23400, 0.49187)
C (3.95703, -1.38002, -0.38402)
C (3.01663, -0.41291, -0.71403)
N (1.87246, -0.65700, -0.06428)
H (1.33824, -2.18033, 1.22495)
H (3.67008, -3.11945, 0.98228)
H (4.95944, -1.45482, -0.74999)
H (3.09167, 0.43679, -1.37259)

Entry 3:
This record from OMol25 describes a 2-piece molecular cluster, C17H19N overall in a non-equilibrium geometry. The level of theory is ωB97M-V with the def2-TZVPD basis set.

lowest unoccupied orbital energy (alpha / beta)	3.127 / 3.045	eV
Kohn-Sham gap (alpha / beta)	2.223 / 7.797	eV
multiplicity	2
net charge	-1
ΔE to the lowest compared entry with this formula, charge and spin	1.3886	eV

CARTESIAN COORDINATES (ANGSTROEM)
C (-4.22135, 1.32518, -2.24982)
C (-4.97211, 1.79725, -0.95212)
C (-3.53596, -0.04425, -2.12700)
C (-4.34180, -1.04022, -2.65645)
C (-2.47899, -0.23476, -1.19333)
C (-4.00187, -2.35654, -2.30785)
C (-2.08813, -1.60009, -1.01534)
C (-2.88054, -2.60423, -1.49189)
H (-4.97997, 1.35841, -3.03935)
H (-3.49734, 2.15111, -2.41396)
H (-4.48469, 2.82656, -0.80520)
H (-5.19340, -0.76013, -3.25703)
H (-2.08836, 0.58745, -0.60918)
H (-4.38580, -3.21166, -2.86761)
H (-1.15342, -1.74620, -0.50597)
H (-2.71900, -3.64302, -1.22426)
H (-4.55240, 1.26475, -0.11382)
H (-6.05393, 1.96153, -0.94609)
C (2.98402, 3.06743, 2.49546)
C (2.97654, -0.05272, 0.53856)
C (3.02998, 0.58833, 1.80688)
C (3.22268, 1.98296, 1.53128)
C (3.25131, 2.14590, 0.19573)
C (2.75696, -1.49667, 0.43088)
C (2.78504, -2.14372, 1.62928)
C (2.98367, -1.52124, 2.86934)
C (2.96858, -0.16691, 2.99541)
N (3.08769, 0.90193, -0.45523)
H (2.34594, -1.89597, -0.47574)
H (2.77025, -3.25669, 1.72888)
H (3.10500, 0.79134, -1.44994)
H (2.98089, -2.07872, 3.78350)
H (3.21719, 3.00913, -0.43802)
H (2.97237, 0.38924, 3.92923)
H (3.40804, 4.09402, 2.31444)
H (3.20527, 2.92333, 3.54092)
H (1.89697, 3.14507, 2.54850)

Entry 4:
This record from OMol25 describes C17H19N2OS as an isolated structure in a non-equilibrium geometry. The level of theory is ωB97M-V with the def2-TZVPD basis set.

lowest unoccupied orbital energy	-3.940	eV
Kohn-Sham gap	6.500	eV
net charge	+1

CARTESIAN COORDINATES (ANGSTROEM)
C (-2.64470, 4.13091, -3.45816)
C (-2.32432, 3.28427, -2.40387)
C (-1.25163, 2.51176, -2.39373)
C (-0.75297, 1.67205, -1.31390)
C (-1.49492, 1.56963, -0.32104)
C (-2.60941, 2.41322, -0.05914)
C (-2.85215, 3.23532, -1.10949)
H (-4.01546, 3.64697, -1.18530)
H (-3.37219, 2.28978, 0.81922)
S (-0.86288, 0.67110, 1.07839)
C (0.35291, 0.20227, 0.27073)
C (1.53524, -0.60908, 0.56855)
C (1.92275, -1.33486, 1.44040)
N (0.85935, -2.06852, 2.27517)
C (1.19154, -2.84705, 3.30094)
C (2.55692, -2.61607, 4.04741)
C (3.58784, -1.87001, 3.21646)
C (3.24299, -1.22896, 2.19585)
H (3.73673, -0.66044, 1.63645)
H (4.47976, -1.83404, 3.83282)
H (2.62694, -3.27878, 4.86693)
H (0.48221, -3.29860, 4.01442)
C (-0.37760, -2.44373, 1.65555)
H (-0.72046, -3.17330, 2.30419)
H (-1.22926, -1.81903, 1.50631)
C (-0.15958, -2.94399, 0.06433)
O (-0.48355, -2.11072, -0.99326)
H (-1.72737, -2.25840, -0.87996)
H (-0.41877, -3.95464, 0.08168)
H (1.01519, -2.98782, -0.11238)
H (2.37552, -0.27947, -0.03812)
N (0.35001, 0.72348, -1.16681)
C (1.23816, 0.57575, -2.16015)
H (2.30068, 1.09007, -2.16281)
H (1.57459, -0.54036, -2.19130)
H (0.64314, 0.83339, -3.00279)
H (-0.55160, 2.35052, -3.32310)
H (-2.62492, 5.27957, -3.02246)
H (-3.65440, 3.73668, -3.78672)
H (-1.94432, 3.94112, -4.09133)

Entry 5:
This record from OMol25 describes a 2-piece molecular cluster, C17H19N3 overall in a non-equilibrium geometry. The level of theory is ωB97M-V with the def2-TZVPD basis set.

lowest unoccupied orbital energy	-1.700	eV
Kohn-Sham gap	3.962	eV
ΔE to the lowest compared entry with this formula, charge and spin	3.5849	eV

CARTESIAN COORDINATES (ANGSTROEM)
C (0.31134, -0.97709, -4.65735)
C (-0.36840, -2.18424, -3.98230)
C (0.28713, -2.50769, -2.63227)
N (0.33477, -1.30510, -1.77282)
C (-0.31440, -1.23402, -0.56769)
C (-0.37189, -0.05720, 0.23685)
C (0.49561, 0.21288, 1.28578)
C (0.54199, 1.42373, 2.02779)
C (1.48744, 1.56460, 3.06163)
C (1.55867, 2.72187, 3.79977)
C (0.69964, 3.77368, 3.53131)
C (-0.23225, 3.66462, 2.51285)
C (-0.31430, 2.51195, 1.76878)
C (1.01867, -0.14455, -2.37748)
C (0.36636, 0.23716, -3.71088)
H (1.32895, -1.25284, -4.96031)
H (-0.19959, -0.71791, -5.59546)
H (-1.43058, -1.96292, -3.82185)
H (-0.34780, -3.06390, -4.64068)
H (-0.25064, -3.30193, -2.10207)
H (1.31021, -2.87166, -2.77767)
H (-0.70334, -2.16913, -0.19146)
H (-1.06505, 0.71746, -0.05354)
H (1.23757, -0.53128, 1.51539)
H (2.15723, 0.74672, 3.26727)
H (2.28665, 2.80695, 4.59092)
H (0.76162, 4.67798, 4.11414)
H (-0.89294, 4.48909, 2.30287)
H (-1.03515, 2.44824, 0.97457)
H (1.00741, 0.68658, -1.66505)
H (2.07183, -0.40374, -2.52733)
H (0.90166, 1.07478, -4.17902)
H (-0.65019, 0.60566, -3.52600)
C (-2.19107, -1.26496, 3.30772)
C (-1.65239, -1.20729, 4.52842)
N (-1.17026, -1.15295, 5.60885)
C (-2.19793, -2.36756, 2.55282)
N (-2.19089, -3.33286, 1.86684)
H (-2.58569, -0.35316, 2.88667)

Entry 6:
This record from OMol25 describes one molecule with the formula C17H19N3O2. The level of theory is ωB97M-V with the def2-TZVPD basis set.

lowest unoccupied orbital energy	0.753	eV
Kohn-Sham gap	8.510	eV
ΔE to the lowest compared entry with this formula, charge and spin	1.9788	eV
SMILES string	COc1ccc(CNc2nc3ccccc3n2C)c(OC)c1

CARTESIAN COORDINATES (ANGSTROEM)
C (-3.48115, 2.24884, -2.40669)
O (-3.36489, 1.75651, -1.09429)
C (-2.14582, 1.80595, -0.48865)
C (-0.99452, 2.33496, -1.05226)
C (0.18634, 2.30549, -0.32616)
C (0.25032, 1.78139, 0.94867)
C (1.55624, 1.64618, 1.68998)
N (1.84760, 0.24753, 2.02924)
C (1.54898, -0.70498, 1.07623)
N (0.71404, -1.68912, 1.27544)
C (0.73557, -2.42994, 0.12166)
C (0.03702, -3.57813, -0.22643)
C (0.25335, -4.10619, -1.48377)
C (1.14081, -3.51684, -2.38241)
C (1.84505, -2.37236, -2.05615)
C (1.63368, -1.83950, -0.79765)
N (2.15319, -0.73843, -0.15429)
C (3.21066, 0.10017, -0.63831)
C (-0.92500, 1.26611, 1.52467)
O (-0.81024, 0.79278, 2.79478)
C (-1.88777, 0.07038, 3.34166)
C (-2.10391, 1.27614, 0.80174)
H (-4.52203, 2.09606, -2.68764)
H (-3.24629, 3.31709, -2.45818)
H (-2.83544, 1.70034, -3.09997)
H (-0.99372, 2.75658, -2.04406)
H (1.08295, 2.71085, -0.77405)
H (2.36927, 2.05004, 1.08199)
H (1.52459, 2.19886, 2.63154)
H (1.34186, -0.01195, 2.87007)
H (-0.65008, -4.03343, 0.46886)
H (-0.27685, -4.99860, -1.78340)
H (1.27992, -3.96334, -3.35619)
H (2.52681, -1.91752, -2.76028)
H (3.84223, -0.47925, -1.31242)
H (3.81374, 0.44261, 0.20228)
H (2.81731, 0.96365, -1.18258)
H (-1.54323, -0.28103, 4.31308)
H (-2.76976, 0.70397, 3.47881)
H (-2.13994, -0.78855, 2.71423)
H (-3.02090, 0.87669, 1.20090)

Q: What is the formula in the sixth record?
A: C17H19N3O2